Entry 1:
Here is a 2-piece molecular cluster, C3H6N3O overall at a distorted geometry from OMol25. Energies are from ωB97M-V/def2-TZVPD.

```
13
Properties=species:S:1:pos:R:3:lowdin_charge:R:1
C 1.059 -0.661 0.157 -0.217
C -0.494 1.126 1.319 0.085
C -0.037 -0.389 1.083 -0.070
N 1.165 -0.777 -2.512 0.037
N 0.514 -0.102 -1.805 -0.004
N -1.208 0.254 0.292 0.120
O 2.125 -1.131 0.201 0.186
H -0.975 1.113 2.264 0.121
H -0.042 1.955 0.894 0.113
H -0.321 -0.924 2.026 0.179
H 1.245 -0.822 -3.612 0.165
H -2.187 0.005 0.392 0.179
H -0.844 0.354 -0.699 0.108
```

Values from the calculation:
calculated total energy	-356.97884	hartree
ΔE to the lowest compared entry with this formula, charge and spin	467.11	kJ/mol
lowest unoccupied orbital energy (spin up / spin down)	-0.150 / -0.150	Ha
total charge	+1

***

Entry 2:
Here is CH5N2O2Sn as an isolated structure at a distorted geometry from OMol25. Energies are from ωB97M-V/def2-TZVPD.

```
11
Properties=species:S:1:pos:R:3:lowdin_charge:R:1
Sn 2.404 0.071 1.612 1.524
O 1.933 -1.417 4.010 -0.469
H 2.468 -1.255 4.802 -0.070
C -0.405 0.167 -1.138 -0.698
O 0.700 -0.243 -0.756 -0.154
N -1.300 -0.616 -1.746 0.195
N -0.821 1.401 -0.878 0.183
H -0.950 -1.512 -2.046 0.130
H -2.150 -0.240 -2.127 0.121
H -0.146 2.034 -0.489 0.117
H -1.733 1.611 -1.245 0.122
```

Values from the calculation:
calculated total energy	-515.05642	hartree
ΔE to the lowest compared entry with this formula, charge and spin	86.24	kJ/mol
lowest unoccupied orbital energy	-0.253	Ha
total charge	+1